(1)
C20H47CaNO2P3 as an isolated structure in a non-equilibrium geometry. Source: the Open Molecules 2025 dataset; level of theory: ωB97M-V with the def2-TZVPD basis set.

Geometry (Å):
P -0.0685 2.6900 0.5442
C -1.0967 3.6911 2.9671
H 0.9006 -5.8961 -0.4887
H -0.2582 -2.8501 -4.4586
C -2.4499 3.9384 -0.0420
H 1.3292 -3.5722 0.1498
H 1.9672 -0.0725 -3.1310
C 1.6425 2.5837 -0.0444
H -1.9376 2.9941 2.9237
H -2.9444 4.5856 -0.7798
H 4.6424 -0.4610 3.5825
H 3.4987 -4.5002 3.9410
H 2.5859 -2.4184 5.8065
H -0.2154 -4.3554 -3.5134
C -0.9978 1.2156 0.0631
C 0.3478 -3.8254 -0.3081
C 1.9968 1.6604 -1.2052
P 3.0038 -2.1821 3.4480
C 0.1529 3.1034 2.3085
C -0.9354 4.0143 -0.2959
H 1.9271 -4.3003 3.1183
C 2.9688 -3.9486 3.1527
H -2.7100 4.3048 0.9623
O 2.2466 -1.4957 2.3144
H -0.1052 1.1396 3.2334
H 1.3261 -4.9511 -1.9178
H -1.3666 1.2077 -0.9979
H 0.9538 2.2472 4.1145
C -0.8375 -3.4954 -3.7878
H 3.0893 1.5089 -1.2058
C -2.5943 -3.3304 -1.9253
H -1.6299 -1.7069 -2.9297
H 2.2806 2.2894 0.8171
H -1.3914 4.6484 2.5202
H 1.3410 -2.2517 -3.2666
H 1.9317 3.6165 -0.3092
H -0.8836 3.8927 4.0249
H 1.5892 1.4526 2.6907
H -3.4084 -3.3290 -2.6617
C -0.3809 5.4372 -0.0553
H -0.3714 -5.4262 -1.6184
H -1.6051 -4.4670 0.4552
H 5.0738 -1.7086 2.3834
H -1.6994 -3.8671 -4.3588
H 1.7188 2.1363 -2.1665
C 4.6712 -1.5425 3.3917
H 0.4896 5.4695 0.6177
C 2.1989 -1.7919 4.9930
C 0.6765 1.9049 3.1118
H 3.4483 -4.1674 2.1870
C -0.6685 -4.0352 0.8335
H 2.2693 -2.6560 -1.8189
H 0.3788 0.4470 -1.4063
H -0.9291 -3.1071 1.3729
H 0.9334 3.8886 2.2913
H -2.4317 -4.3671 -1.6017
H -0.2387 -4.7353 1.5640
H -2.9278 -2.7390 -1.0623
N 1.3837 0.3172 -1.1255
P -0.0700 -2.3045 -1.3056
C 1.4910 -1.9727 -2.2114
C 0.5569 -5.0852 -1.1466
C -1.3466 -2.7144 -2.5730
H 2.3736 -0.7379 5.2472
Ca 0.7395 -0.8476 0.9653
H -0.0795 5.8697 -1.0206
H 5.3296 -2.0192 4.1257
H 1.1161 -1.9584 4.8980
H -2.8353 2.9153 -0.1546
C 2.0389 -0.5415 -2.1313
H -1.1712 6.0815 0.3562
H 3.1093 -0.5808 -1.8529
O -1.2412 0.2359 0.8572
H -0.7447 3.7564 -1.3521

Computed properties:
E_HOMO   -6.22 eV
Energy   -73388.1782 eV
Orbital gap   3.893 eV
LUMO level   -2.33 eV
Net charge   +1

(2)
C20H47IrNO4P3 as an isolated structure in a non-equilibrium geometry. Source: the Open Molecules 2025 dataset; level of theory: ωB97M-V with the def2-TZVPD basis set.

Geometry (Å):
O 1.7296 1.0398 2.0691
H -0.5547 5.3361 0.4404
N 1.6735 0.0464 -1.5283
H -1.5207 -4.5158 -3.7328
H 0.1816 -4.1505 -3.4169
H -0.8024 3.2534 2.7078
C 1.5290 2.4979 -1.6388
H -0.5569 -0.0141 -3.7674
H 0.6802 5.1064 1.6729
H 1.3301 2.5657 -2.7172
H 2.9100 -1.3610 -0.5246
H 3.2770 -1.0411 -2.2442
C 1.5683 -2.3654 -1.9211
H 1.8744 2.3178 3.7032
C 0.0991 -3.4134 0.3999
C 2.4467 -1.1654 -1.5235
C 2.4197 1.2696 -1.3915
O -3.0236 -0.0158 0.1888
C -0.7906 0.4437 3.9983
H -1.3322 1.8870 1.6950
H -2.6725 -4.0557 -0.9409
H -0.1418 1.3168 4.1589
H 1.0148 2.8014 1.1932
H -3.3614 -3.4655 -2.4589
H -1.8320 0.7909 3.9134
P -0.0792 2.2970 -0.8130
H -3.0760 2.3977 -0.8366
H 2.6266 0.7105 3.9884
O 1.6381 -1.5387 2.1016
H 1.1596 -5.0267 -0.6353
H 2.0969 -3.3062 -1.7353
H 1.0004 -3.0217 0.8962
C -1.2925 3.1744 -1.8752
H -1.3487 -2.1820 1.5192
H -1.3564 -2.1796 -2.9971
H 1.0172 -2.9029 3.6078
Ir -0.0767 -0.0538 -0.3759
C -2.6688 -3.2124 -1.6437
H 3.4219 1.9084 2.9014
H 2.7411 -2.4369 3.5859
H -0.6748 -0.2678 4.8277
H -0.7591 -5.1093 -2.2543
H -2.6695 4.0913 -0.4362
H -1.9788 -3.7519 0.9687
P 0.7582 -0.2028 1.7053
C -1.0884 -3.2381 1.3549
C -1.8691 -0.0514 0.0421
H 0.7031 -5.3460 1.0444
H -0.8243 -3.6726 2.3302
H 3.2308 1.2416 -2.1423
O -0.4740 -0.2640 2.7533
H -0.7564 5.2781 -1.5931
C -0.7960 4.5276 -2.3904
C -1.2785 -2.9846 -2.2502
H -1.9622 3.5173 1.3746
H -1.2339 0.1102 -3.4253
H 1.1437 5.0528 -0.0366
H 1.3576 -2.2849 -2.9964
P -0.0480 -2.2996 -1.0698
H 0.1883 4.4757 -2.8653
C -1.0703 2.9563 1.6834
H -0.5371 -5.4140 -0.2079
C 0.3667 -4.8792 0.1071
H 2.9102 1.3562 -0.3893
C 2.4664 1.5069 3.2503
H 1.5258 -1.2742 4.2046
C 1.7197 -2.0599 3.4553
H -1.3821 2.4802 -2.7259
H -3.3675 3.6921 -2.0117
H 2.0363 3.4111 -1.3090
C -2.6757 3.3374 -1.2348
C 0.3571 4.7690 0.6752
H -1.5129 4.8842 -3.1401
C -0.7998 -4.2611 -2.9462
C 0.1118 3.2622 0.7624
H -3.0659 -2.3249 -1.1381

Computed properties:
E_HOMO (alpha / beta)   -14.70 / -19.02 eV
Energy   -61855.8348 eV
Orbital gap (alpha / beta)   6.252 / 5.092 eV
Spin multiplicity   6
LUMO level (alpha / beta)   -8.45 / -13.93 eV
Net charge   +3

(3)
C20H47N5O7V as an isolated structure in a non-equilibrium geometry. Source: the Open Molecules 2025 dataset; level of theory: ωB97M-V with the def2-TZVPD basis set.

Geometry (Å):
H -1.3631 -2.3416 -3.4088
H 2.3637 2.0773 -2.8794
H -3.8327 -2.3699 0.1279
H -2.0295 -3.3204 -1.3492
C 3.6069 1.7991 0.8526
H 5.2448 -2.2800 -0.3985
C -2.0653 2.3654 -1.5798
C 4.6672 -2.0908 0.4976
C -2.2702 2.0376 4.5437
H -3.1739 2.9865 1.9507
H 0.9481 2.6047 -3.8329
H 2.4475 0.4237 3.0328
C -3.2122 1.9184 1.7487
H 0.2026 -1.2428 -3.7310
C -2.3326 -2.2449 -1.4552
H -3.2738 1.7788 0.6754
H -1.5955 2.8025 4.9346
O -1.3349 0.4672 1.4384
H 0.8296 -2.5421 4.4025
H 3.9366 0.7597 0.7178
C 0.3236 -1.8081 3.7764
C 2.0929 1.4364 2.7933
O 1.3108 1.1341 0.5133
H 3.7418 2.3154 -0.0982
H -0.6597 -1.5681 4.1771
H -4.1841 -1.2034 -1.1220
H -2.9852 1.1266 -3.0509
H 0.9392 -0.3327 -5.0329
C 0.8667 0.5944 -3.1950
N 3.2555 -1.9583 0.2269
C 2.6325 -1.7553 -0.9408
H 0.5318 -3.8209 0.1289
H 1.8694 2.8939 1.3012
N -1.6140 1.2838 3.4844
H 2.7444 2.0897 3.3889
H -2.5358 1.3622 5.3546
H 4.8324 -2.9080 1.2009
N 0.6773 -0.4204 -4.0681
C -2.3315 -2.0635 -2.9834
C -3.7706 -2.2063 -0.9503
H -4.0968 1.4621 2.1917
H 4.4294 -1.4061 -2.1007
N -0.0309 -3.5904 2.1512
C -0.7439 4.3956 -1.3198
V -0.1145 -0.1332 -0.1149
H -1.2221 -3.9653 0.4612
H 5.0544 -1.1887 0.9797
H -0.8305 0.7148 3.7648
C 3.4322 -1.8331 -2.1869
H 4.2510 2.2862 1.5876
C -1.9713 1.1947 2.2018
H -2.5346 -1.0244 -3.2514
C 1.6604 1.7976 -3.6591
H -3.0620 -2.7298 -3.4492
C -3.2932 1.7275 -2.1939
O -1.5239 -1.3806 -0.8001
C 0.1876 -2.2926 2.3495
H -2.4925 4.1212 -2.4817
O 1.4160 -1.5109 -0.9633
C 2.1551 1.8155 1.3390
N -1.8087 3.6443 -1.9190
H 1.0946 1.5369 3.2303
O -1.3207 1.7680 -0.8247
H -0.1022 -5.2566 0.9261
H 2.9183 -1.3565 -3.0146
O 0.3447 -1.5506 1.3770
O 0.4112 0.5421 -2.0613
H 3.5703 -2.8780 -2.4874
H 0.9684 -0.9326 3.7547
H -3.7428 1.0451 -1.4791
H -1.0349 4.7770 -0.3409
H -4.0031 2.4693 -2.5574
H -3.1436 2.5654 4.1808
C -0.2193 -4.1791 0.8255
H 2.6299 -1.9711 1.0206
H -0.5356 5.2730 -1.9357
H 0.1683 3.8056 -1.3071
H -0.2032 -4.1807 2.9477
H 2.2176 1.5890 -4.5706
H -4.3799 -2.9504 -1.4629

Computed properties:
E_HOMO (alpha / beta)   -9.66 / -10.03 eV
Energy   -68971.7630 eV
Orbital gap (alpha / beta)   7.632 / 8.349 eV
Spin multiplicity   3
LUMO level (alpha / beta)   -2.03 / -1.69 eV
Energy above the lowest of the compared OMol25 structures with the same formula, charge and spin   0.0 kcal/mol
Net charge   +1

(4)
A 4-piece molecular cluster, C20H48BrClFO5PS overall in a non-equilibrium geometry. Source: the Open Molecules 2025 dataset; level of theory: ωB97M-V with the def2-TZVPD basis set.

Geometry (Å):
H -4.0804 -4.3345 -5.3253
C 5.3972 -2.2156 1.9176
O 2.2712 -3.0863 -1.6682
H 4.4073 -4.8130 1.8339
S 1.7486 -2.6124 -3.0462
H 4.4974 -2.5015 3.8513
H 2.8417 3.4510 8.7802
H 1.3591 -1.7209 3.2061
H -2.1938 0.0750 -5.2597
C -3.9291 -0.9748 -4.0936
C 1.1872 -0.8005 -3.0531
H -3.1509 -1.6120 -6.2501
H -0.3840 -1.7511 3.5596
C -5.1973 1.0931 -2.4391
H -0.6109 1.6046 -1.5893
H -4.9431 -0.6226 -4.6150
H -2.2841 -2.5530 -4.7960
H -4.5926 0.7420 -1.5012
H -3.9092 2.7372 -3.3334
H -4.0946 -1.5476 -3.0889
H 5.2520 -1.1301 1.9150
H -2.6936 2.2058 -6.0621
H -5.3679 -3.0065 -4.6341
H -1.0628 0.2785 -0.3741
H 3.1109 5.4733 6.3863
C 0.5938 0.8014 4.0710
O -0.9643 0.5167 2.2626
C 2.2590 3.5019 6.6903
H 0.3970 -0.7071 -3.9098
H 0.7184 -1.1495 -0.8518
H -4.8994 1.6671 -4.6630
H -5.7952 2.0669 -2.0925
C -3.2937 -2.0908 -5.1659
H -1.6245 0.2228 2.9121
H 0.5397 1.8907 3.9698
O 2.9039 -2.8387 -4.0980
H 1.5555 0.5184 -1.1129
H 1.6396 4.7020 8.3873
H 5.2743 -2.5532 0.8823
F -0.1095 1.7655 -4.3313
O 3.0676 -2.5656 2.3963
H -6.0200 0.3388 -2.8054
H 6.4219 -2.4313 2.2359
H 3.8175 -4.8693 3.4895
H 1.0586 0.4625 1.9974
H 4.3053 4.2182 6.7897
H 2.9594 -2.9048 1.4922
Br -5.2084 -3.0409 -7.2842
C 4.5599 -4.3981 2.8365
H -1.6489 2.7070 -3.1565
H 5.5595 -4.6792 3.1826
H -0.1586 0.5156 4.8147
H 0.8326 4.7081 6.1063
P -2.6588 0.4969 -3.9293
H 1.5833 0.5339 4.4545
C -1.9031 -0.2515 -2.4047
C 4.3857 -2.8877 2.8323
C 0.3761 -1.3876 2.8589
C -0.7712 0.4538 -1.5244
H 3.5773 4.2938 5.1683
C 0.7531 -0.2195 -1.5998
H 0.1668 -1.8599 1.8932
H 1.1427 3.0177 8.4792
C -2.0462 2.9373 -5.3907
C 1.9611 3.6770 8.1708
H -2.8150 -0.5050 -1.6695
H -2.7597 3.8082 -5.0691
C -1.5517 1.9965 -4.0968
C 3.3820 4.4219 6.2384
C -4.4935 -3.2357 -5.3844
Cl 0.1290 -3.7987 -3.6987
O 1.0839 3.7851 5.9353
H -1.1390 3.2739 -6.0645
C 0.3223 0.1268 2.7358
H 2.1478 -0.1876 -3.4085
C -4.2197 1.6380 -3.6824
H 2.5337 2.4604 6.4907
H -1.5062 -1.3412 -2.7003

Computed properties:
SMILES string   CC[PH](CCCBr)(CCCCS(=O)(=O)Cl)[C@H](C)F.CC(C)O.CC(C)O.CC(C)O
E_HOMO   -8.61 eV
Energy   -137153.8578 eV
Orbital gap   7.632 eV
LUMO level   -0.98 eV
Net charge   0

(5)
A 5-piece molecular cluster, C20H48N2O5 overall in a non-equilibrium geometry. Source: the Open Molecules 2025 dataset; level of theory: ωB97M-V with the def2-TZVPD basis set.

Geometry (Å):
H 9.6894 7.4528 10.2207
C 6.2145 12.4558 9.4249
H 9.8311 11.5895 8.4534
H 8.7613 9.8585 8.1581
H 12.4769 8.1355 7.0878
C 10.4203 6.9653 5.7272
H 13.1563 12.4833 5.7849
O 9.1160 11.5124 7.8375
C 5.6222 12.0187 7.0795
H 8.7818 12.4361 7.7984
C 11.4726 9.1362 9.1798
H 12.8994 6.9268 8.1921
C 7.9327 14.1905 10.0859
O 11.0420 12.3427 6.0369
H 10.7063 11.4747 6.3043
H 8.9013 5.7447 7.7319
H 8.0926 7.9913 4.6650
H 7.7063 14.0647 5.1580
H 8.7623 9.4046 5.5014
H 6.1409 15.8489 9.1878
O 10.6818 14.6580 7.5025
C 11.4958 6.2763 6.6190
H 5.4624 14.6629 10.4799
H 6.9347 11.6274 9.3305
H 5.8807 12.4835 10.4921
H 5.0130 14.3819 5.2593
H 11.7651 9.8403 8.3972
O 8.9363 8.9259 8.4468
H 10.6567 13.8002 7.0010
H 7.5838 14.2012 11.1311
H 4.7535 11.9143 6.4263
H 12.1230 13.4280 4.7210
H 7.6680 6.9388 7.7335
C 5.0674 12.1109 8.5005
C 8.3751 8.4081 5.6148
N 9.9297 8.4384 7.5350
H 10.8040 7.7573 5.0207
H 4.7875 14.7180 8.8562
H 8.7943 13.5646 9.9754
H 11.0480 5.4344 6.9756
C 7.2626 13.0842 5.4834
C 11.7697 15.4013 7.0074
H 7.8467 6.0206 6.2709
C 9.2994 7.5425 6.5470
H 12.0235 16.1714 7.6757
H 8.1331 15.2503 9.9886
H 12.3675 8.9887 9.8499
N 7.2976 13.8326 7.7580
C 12.2166 12.4250 5.2077
C 8.3935 6.4474 7.1309
H 12.3079 5.9949 5.8747
H 9.9793 6.0398 9.1418
H 6.2796 11.1477 7.0295
C 6.8079 13.7852 9.1727
H 4.7089 11.1950 8.9308
H 11.3856 15.9136 6.1441
H 11.2884 6.6715 10.0858
C 6.3306 13.3801 6.6586
H 7.4203 8.5588 6.1539
H 10.0228 6.2806 5.0203
C 5.3419 14.5691 6.2677
H 12.1559 11.5812 4.4450
C 10.4110 6.9753 9.5241
H 8.6872 15.1247 7.3777
H 4.5053 14.6432 6.9609
H 12.6693 14.8385 6.7766
H 6.7872 12.5964 4.5776
H 4.3148 12.8658 8.5333
H 5.9108 15.4789 6.3701
C 5.7210 14.8598 9.4220
H 10.6497 9.6745 9.7070
C 10.9448 7.9084 8.4389
O 7.6763 15.1636 7.4741
H 8.0139 12.3124 5.7823
C 12.0677 7.3059 7.6177

Computed properties:
SMILES string   CC1(C)CCCC(C)(C)N1O.CC1(C)CCCC(C)(C)N1O.CO.CO.O
E_HOMO   -8.53 eV
Energy   -34732.7005 eV
Orbital gap   9.139 eV
LUMO level   0.61 eV
Energy above the lowest of the compared OMol25 structures with the same formula, charge and spin   0.0 kcal/mol
Net charge   0

(6)
C20H48N8O20S2 as an isolated structure in a non-equilibrium geometry. Source: the Open Molecules 2025 dataset; level of theory: ωB97M-V with the def2-TZVPD basis set.

Geometry (Å):
H -19.7945 -11.7494 6.4203
H -22.4361 -12.6664 3.0693
C -19.5815 -10.5030 2.5192
H -21.9916 -8.3375 2.2636
H -24.5028 -14.4058 7.1546
N -26.2622 -7.9817 4.7583
O -22.5251 -15.5414 2.8680
C -25.3954 -17.2200 0.5056
S -29.6535 -11.3107 4.9225
H -24.1001 -11.4454 -3.6345
C -26.8718 -8.0412 6.0724
H -21.9259 -9.0356 3.8431
H -26.4003 -7.1369 2.8583
H -28.8305 -14.3822 5.5329
H -24.8455 -6.5495 -1.2243
H -23.5567 -13.3797 -2.3419
H -26.6082 -12.6316 -0.6007
H -27.9444 -7.5499 3.6085
O -28.9890 -10.6952 6.0122
C -24.9249 -7.4963 -1.7671
C -25.1144 -11.8367 -3.5575
O -22.8538 -9.4087 -1.9392
O -24.8055 -13.9943 3.7321
H -26.6757 -11.0732 -1.3600
H -25.9037 -7.5939 -2.2392
N -25.3466 -12.4082 -2.2359
S -27.8575 -17.0107 0.8498
C -25.2079 -8.7514 4.4335
H -27.4497 -12.4099 -2.2117
O -28.2497 -15.7737 1.4126
H -25.7682 -10.9740 -3.6744
C -23.4045 -12.5349 2.5890
O -24.5426 -13.7976 -0.6114
C -26.6086 -12.1498 -1.5719
H -22.0891 -10.0611 2.3894
O -27.4688 -15.1669 7.2930
C -28.1066 -13.0216 3.9531
N -24.6925 -8.6026 -0.8581
N -20.1733 -9.2909 2.6193
O -22.8059 -12.4245 6.4453
C -21.5932 -9.1975 2.8135
H -23.6111 -10.2051 -0.2212
H -27.2347 -12.9048 4.5997
C -26.9384 -7.1605 3.8019
H -20.4187 -17.8302 2.3493
O -30.0563 -12.7926 5.2924
C -20.6887 -11.7745 5.8054
H -21.9271 -17.8234 1.4033
C -24.4521 -13.2740 -1.7086
N -26.4194 -15.1118 6.6801
C -21.4565 -17.5117 2.3293
O -24.9126 -11.8921 4.1804
O -30.7514 -10.6583 4.3219
C -23.6579 -9.4536 -1.0315
O -28.8059 -17.8221 0.2057
H -21.9542 -17.9260 3.2008
H -25.6861 -16.4371 2.5615
N -21.8589 -11.7131 6.7055
H -18.4841 -10.4382 2.4397
H -27.0477 -6.1294 4.1476
H -25.4906 -13.3641 6.1264
H -25.9879 -7.9662 0.7231
H -27.9536 -8.0868 5.9310
H -26.5919 -8.9061 6.6648
H -25.9091 -13.5121 7.8903
H -24.1645 -7.4443 -2.5429
O -26.0956 -15.8724 5.7918
C -25.7325 -17.3608 1.9883
O -20.5426 -15.4122 2.0183
C -19.3911 -8.0826 2.8586
H -25.3223 -9.6060 0.8237
N -21.5041 -16.0321 2.4221
H -27.8316 -13.4187 2.9847
H -19.8369 -7.2830 2.2748
H -25.3120 -12.5712 -4.3378
H -19.3162 -7.8604 3.9256
C -25.7024 -8.8398 0.1445
H -18.3637 -8.2448 2.5280
H -25.1218 -18.1452 2.4250
H -25.0570 -18.1745 0.1098
H -24.6805 -16.4084 0.3623
O -27.0933 -17.8553 1.9429
H -20.7093 -10.8749 5.1952
N -24.4631 -12.8388 3.5684
O -24.7110 -8.8289 3.3196
O -26.6045 -16.7933 -0.1244
C -29.2064 -13.7934 4.7059
O -20.1641 -11.5763 2.4996
O -21.8257 -10.8868 7.5970
H -26.6649 -7.1197 6.6253
H -23.3736 -13.2223 1.7468
H -23.5572 -11.5264 2.2260
O -28.6276 -11.6815 3.7783
H -29.8150 -14.3442 3.9925
H -20.7504 -12.6247 5.1388
H -26.6077 -9.2836 -0.2911
C -25.4932 -13.9900 7.0156
H -24.8091 -9.3267 5.2822

Computed properties:
E_HOMO   -9.33 eV
Energy   -96047.3587 eV
Orbital gap   9.315 eV
LUMO level   -0.02 eV
Energy above the lowest of the compared OMol25 structures with the same formula, charge and spin   0.0 kcal/mol
Net charge   0